The following is a DFT calculation (ωB97M-V/def2-TZVPD) of 13 unconnected molecules or ions with the total composition C75H152N7O15 at a distorted geometry.

## Properties
Lowest unoccupied orbital energy, Ha: -0.1159
Frontier orbital gap, eV: 4.720
Total energy, eV: -121366.31954
Net charge: +1

Each atom is followed by the atoms it is bonded to, with distances in Å.
Cartesian coordinates (Å):
1 C -4.314 3.078 1.328  C2 1.509, H11 1.121, H12 1.125, H13 1.103
2 C -4.089 4.199 0.343  C1 1.509, C3 1.548, H14 1.110, H15 1.100
3 C -3.105 3.784 -0.777  C2 1.548, N4 1.508, H16 1.091, H17 1.122
4 N -2.625 4.893 -1.680  C3 1.508, C5 1.508, C9 1.501, C10 1.548
5 C -1.526 4.272 -2.505  N4 1.508, C6 1.561, H18 1.091, H19 1.106
6 C -0.862 5.246 -3.528  C5 1.561, C7 1.539, H20 1.123, H21 1.101
7 C -0.239 6.380 -2.694  C6 1.539, C8 1.506, H22 1.094, H23 1.084
8 C -1.252 7.085 -1.831  C7 1.506, C9 1.541, H24 1.092, H25 1.088
9 C -2.013 6.062 -0.965  N4 1.501, C8 1.541, H26 1.108, H27 1.089
10 C -3.859 5.344 -2.498  N4 1.548, H28 1.083, H29 1.096, H30 1.093
11 H -3.372 2.827 1.881  C1 1.121
12 H -4.572 2.122 0.793  C1 1.125
13 H -5.114 3.270 2.062  C1 1.103
14 H -3.687 5.104 0.845  C2 1.110
15 H -5.042 4.499 -0.117  C2 1.100
16 H -3.465 2.961 -1.396  C3 1.091
17 H -2.156 3.456 -0.277  C3 1.122
18 H -0.784 3.991 -1.755  C5 1.091
19 H -2.031 3.388 -2.937  C5 1.106
20 H -0.091 4.687 -4.124  C6 1.123
21 H -1.566 5.644 -4.274  C6 1.101
22 H 0.463 5.865 -2.032  C7 1.094
23 H 0.248 7.147 -3.286  C7 1.084
24 H -0.780 7.794 -1.148  C8 1.092
25 H -2.007 7.611 -2.410  C8 1.088
26 H -1.395 5.590 -0.176  C9 1.108
27 H -2.854 6.480 -0.412  C9 1.089
28 H -4.564 5.763 -1.791  C10 1.083
29 H -4.267 4.438 -2.960  C10 1.096
30 H -3.648 6.118 -3.241  C10 1.093
31 C -5.385 -1.096 1.715  C32 1.544, H41 1.088, H42 1.093, H43 1.089
32 C -6.428 -1.298 0.594  C31 1.544, C33 1.548, H44 1.084, H45 1.106
33 C -6.593 0.041 -0.164  C32 1.548, N34 1.542, H46 1.069, H47 1.067
34 N -7.533 0.046 -1.387  C33 1.542, C35 1.535, C39 1.555, C40 1.537
35 C -8.871 -0.525 -0.894  N34 1.535, C36 1.519, H48 1.085, H49 1.086
36 C -9.413 0.330 0.238  C35 1.519, C37 1.556, H50 1.093, H51 1.078
37 C -9.521 1.817 -0.206  C36 1.556, C38 1.530, H52 1.075, H53 1.079
38 C -8.316 2.458 -0.898  C37 1.530, C39 1.530, H54 1.090, H55 1.081
39 C -7.647 1.511 -1.896  N34 1.555, C38 1.530, H56 1.088, H57 1.119
40 C -6.997 -0.864 -2.502  N34 1.537, H58 1.077, H59 1.092, H60 1.081
41 H -5.775 -0.631 2.618  C31 1.088
42 H -4.633 -0.446 1.262  C31 1.093
43 H -4.928 -2.049 1.975  C31 1.089
44 H -7.349 -1.618 1.069  C32 1.084
45 H -6.050 -2.049 -0.125  C32 1.106
46 H -5.645 0.324 -0.569  C33 1.069
47 H -6.852 0.874 0.450  C33 1.067
48 H -8.719 -1.528 -0.512  C35 1.085
49 H -9.508 -0.640 -1.766  C35 1.086
50 H -8.756 0.217 1.106  C36 1.093
51 H -10.374 -0.063 0.531  C36 1.078
52 H -9.830 2.429 0.622  C37 1.075
53 H -10.322 1.911 -0.924  C37 1.079
54 H -7.558 2.744 -0.168  C38 1.090
55 H -8.604 3.353 -1.431  C38 1.081
56 H -6.674 1.787 -2.297  C39 1.088
57 H -8.338 1.445 -2.774  C39 1.119
58 H -6.847 -1.871 -2.152  C40 1.077
59 H -6.091 -0.343 -2.818  C40 1.092
60 H -7.695 -0.850 -3.328  C40 1.081
61 C -1.209 0.826 4.544  C62 1.531, H71 1.101, H72 1.104, H73 1.097
62 C -1.642 0.257 5.897  C61 1.531, C63 1.494, H74 1.073, H75 1.071
63 C -0.823 0.846 6.998  C62 1.494, N64 1.570, H76 1.090, H77 1.087
64 N -1.112 0.277 8.433  C63 1.570, C65 1.527, C69 1.497, C70 1.538
65 C -0.600 -1.156 8.559  N64 1.527, C66 1.539, H78 1.078, H79 1.108
66 C -0.719 -1.662 10.008  C65 1.539, C67 1.500, H80 1.104, H81 1.103
67 C -0.037 -0.764 10.998  C66 1.500, C68 1.533, H82 1.099, H83 1.111
68 C -0.456 0.701 10.828  C67 1.533, C69 1.564, H84 1.092, H85 1.092
69 C -0.352 1.188 9.346  N64 1.497, C68 1.564, H86 1.091, H87 1.115
70 C -2.638 0.276 8.619  N64 1.538, H88 1.093, H89 1.078, H90 1.091
71 H -1.728 0.373 3.685  C61 1.101
72 H -0.125 0.726 4.362  C61 1.104
73 H -1.412 1.902 4.475  C61 1.097
74 H -1.448 -0.799 5.909  C62 1.073
75 H -2.688 0.482 5.949  C62 1.071
76 H -0.974 1.914 7.158  C63 1.090
77 H 0.192 0.534 6.763  C63 1.087
78 H 0.403 -1.194 8.166  C65 1.078
79 H -1.169 -1.731 7.802  C65 1.108
80 H -0.228 -2.650 9.973  C66 1.104
81 H -1.749 -1.915 10.312  C66 1.103
82 H 1.049 -0.771 10.834  C67 1.099
83 H -0.303 -1.210 11.980  C67 1.111
84 H 0.251 1.336 11.366  C68 1.092
85 H -1.467 0.875 11.203  C68 1.092
86 H 0.701 1.071 9.087  C69 1.091
87 H -0.628 2.245 9.122  C69 1.115
88 H -2.951 1.303 8.416  C70 1.093
89 H -2.941 0.048 9.629  C70 1.078
90 H -3.058 -0.442 7.913  C70 1.091
91 C 4.130 1.427 3.700  C92 1.558, H101 1.106, H102 1.077, H103 1.103
92 C 4.207 2.653 2.741  C91 1.558, C93 1.505, H104 1.092, H105 1.107
93 C 5.524 2.638 2.012  C92 1.505, N94 1.517, H106 1.091, H107 1.101
94 N 5.742 3.795 1.054  C93 1.517, C95 1.510, C99 1.494, C100 1.527
95 C 4.588 4.036 0.110  N94 1.510, C96 1.546, H108 1.106, H109 1.088
96 C 4.921 5.255 -0.781  C95 1.546, C97 1.515, H110 1.088, H111 1.104
97 C 6.125 4.999 -1.664  C96 1.515, C98 1.576, H112 1.100, H113 1.096
98 C 7.307 4.619 -0.692  C97 1.576, C99 1.490, H114 1.086, H115 1.094
99 C 6.984 3.526 0.268  N94 1.494, C98 1.490, H116 1.096, H117 1.087
100 C 5.951 5.007 1.958  N94 1.527, H118 1.092, H119 1.084, H120 1.106
101 H 4.278 0.484 3.144  C91 1.106
102 H 3.182 1.355 4.206  C91 1.077
103 H 4.952 1.550 4.426  C91 1.103
104 H 4.084 3.528 3.381  C92 1.092
105 H 3.403 2.725 1.984  C92 1.107
106 H 5.673 1.732 1.422  C93 1.091
107 H 6.426 2.569 2.640  C93 1.101
108 H 4.433 3.095 -0.450  C95 1.106
109 H 3.676 4.212 0.677  C95 1.088
110 H 3.957 5.444 -1.248  C96 1.088
111 H 5.189 6.131 -0.165  C96 1.104
112 H 5.886 4.180 -2.359  C97 1.100
113 H 6.421 5.873 -2.256  C97 1.096
114 H 8.184 4.364 -1.279  C98 1.086
115 H 7.612 5.536 -0.178  C98 1.094
116 H 6.719 2.592 -0.240  C99 1.096
117 H 7.730 3.281 1.020  C99 1.087
118 H 5.081 5.195 2.592  C100 1.092
119 H 6.241 5.899 1.415  C100 1.084
120 H 6.787 4.677 2.604  C100 1.106
121 C -0.931 -6.215 -0.874  C122 1.496, H132 1.097, H133 1.082, H134 1.099
122 C 0.517 -6.518 -0.652  C121 1.496, C123 1.531, N127 1.454, C131 1.584
123 C 1.220 -7.042 -1.908  C122 1.531, C124 1.505, H135 1.090, H136 1.127
124 C 2.707 -7.129 -1.692  C123 1.505, C125 1.522, H137 1.113, H138 1.090
125 C 3.279 -5.732 -1.505  C124 1.522, C126 1.499, H139 1.105, H140 1.113
126 C 2.747 -5.023 -0.297  C125 1.499, N127 1.648, C129 1.528, C130 1.524
127 N 1.139 -5.326 -0.099  C122 1.454, C126 1.648, O128 1.066
128 O 0.661 -4.647 0.569  N127 1.066
129 C 2.968 -3.519 -0.450  C126 1.528, H141 1.096, H142 1.103, H143 1.097
130 C 3.375 -5.468 1.018  C126 1.524, H144 1.102, H145 1.096, H146 1.086
131 C 0.616 -7.586 0.514  C122 1.584, H147 1.090, H148 1.094, H149 1.070
132 H -1.297 -5.746 0.048  C121 1.097
133 H -1.466 -7.134 -1.073  C121 1.082
134 H -1.110 -5.452 -1.645  C121 1.099
135 H 0.976 -6.305 -2.673  C123 1.090
136 H 0.747 -8.007 -2.244  C123 1.127
137 H 3.153 -7.549 -2.621  C124 1.113
138 H 3.046 -7.838 -0.937  C124 1.090
139 H 2.831 -5.122 -2.311  C125 1.105
140 H 4.390 -5.739 -1.578  C125 1.113
141 H 2.523 -3.056 -1.338  C129 1.096
142 H 4.052 -3.328 -0.515  C129 1.103
143 H 2.649 -3.046 0.488  C129 1.097
144 H 3.224 -6.546 1.187  C130 1.102
145 H 2.961 -4.960 1.896  C130 1.096
146 H 4.440 -5.261 0.956  C130 1.086
147 H -0.245 -8.210 0.275  C131 1.090
148 H 0.426 -7.097 1.474  C131 1.094
149 H 1.530 -8.139 0.447  C131 1.070
150 C 2.206 -3.792 -6.976  C151 1.634, H161 1.076, H162 1.084, H163 1.088
151 C 3.253 -2.632 -7.456  C150 1.634, C152 1.534, N156 1.557, C160 1.485
152 C 3.570 -1.445 -6.539  C151 1.534, C153 1.522, H164 1.101, H165 1.115
153 C 3.964 -1.799 -5.111  C152 1.522, C154 1.500, H166 1.089, H167 1.090
154 C 5.300 -2.463 -5.271  C153 1.500, C155 1.502, H168 1.122, H169 1.111
155 C 5.412 -3.672 -6.156  C154 1.502, N156 1.557, C158 1.579, C159 1.535
156 N 4.585 -3.439 -7.454  C151 1.557, C155 1.557, O157 1.080
157 O 4.920 -3.969 -8.334  N156 1.080
158 C 4.741 -4.988 -5.598  C155 1.579, H170 1.113, H171 1.096, H172 1.083
159 C 6.864 -4.024 -6.510  C155 1.535, H173 1.104, H174 1.102, H175 1.081
160 C 2.922 -2.241 -8.850  C151 1.485, H176 1.100, H177 1.086, H178 1.097
161 H 1.264 -3.274 -6.923  C150 1.076
162 H 2.441 -4.209 -6.004  C150 1.084
163 H 2.276 -4.591 -7.711  C150 1.088
164 H 2.738 -0.725 -6.560  C152 1.101
165 H 4.355 -0.876 -7.089  C152 1.115
166 H 3.205 -2.376 -4.584  C153 1.089
167 H 4.090 -0.851 -4.588  C153 1.090
168 H 5.713 -2.636 -4.242  C154 1.122
169 H 5.986 -1.763 -5.794  C154 1.111
170 H 5.533 -5.306 -4.884  C158 1.113
171 H 4.635 -5.672 -6.448  C158 1.096
172 H 3.811 -4.748 -5.099  C158 1.083
173 H 7.462 -3.173 -6.879  C159 1.104
174 H 6.928 -4.882 -7.198  C159 1.102
175 H 7.163 -4.327 -5.516  C159 1.081
176 H 3.486 -1.396 -9.271  C160 1.100
177 H 1.896 -1.919 -8.705  C160 1.086
178 H 2.782 -3.114 -9.500  C160 1.097
179 C -1.970 -1.757 0.141  C180 1.531, H190 1.095, H191 1.089, H192 1.085
180 C -1.023 -0.559 0.246  C179 1.531, C181 1.529, N185 1.626, C189 1.548
181 C 0.162 -0.831 1.175  C180 1.529, C182 1.497, H193 1.156, H194 1.113
182 C 1.174 0.273 1.208  C181 1.497, C183 1.498, H195 1.103, H196 1.078
183 C 1.861 0.193 -0.121  C182 1.498, C184 1.525, H197 1.125, H198 1.096
184 C 1.012 0.505 -1.349  C183 1.525, N185 1.534, C187 1.480, C188 1.557
185 N -0.301 -0.272 -1.181  C180 1.626, C184 1.534, O186 1.058
186 O -0.796 -0.603 -2.056  N185 1.058
187 C 1.638 -0.081 -2.554  C184 1.480, H199 1.102, H200 1.097, H201 1.071
188 C 0.522 1.949 -1.664  C184 1.557, H202 1.084, H203 1.080, H204 1.103
189 C -1.792 0.770 0.439  C180 1.548, H205 1.104, H206 1.112, H207 1.091
190 H -2.664 -1.483 -0.659  C179 1.095
191 H -2.547 -1.759 1.065  C179 1.089
192 H -1.377 -2.653 -0.008  C179 1.085
193 H 0.669 -1.781 0.753  C181 1.156
194 H -0.298 -1.070 2.159  C181 1.113
195 H 1.925 0.048 1.984  C182 1.103
196 H 0.777 1.252 1.418  C182 1.078
197 H 2.230 -0.864 -0.234  C183 1.125
198 H 2.774 0.795 -0.188  C183 1.096
199 H 1.092 0.151 -3.482  C187 1.102
200 H 1.756 -1.165 -2.432  C187 1.097
201 H 2.566 0.448 -2.631  C187 1.071
202 H 1.404 2.580 -1.665  C188 1.084
203 H -0.096 2.386 -0.894  C188 1.080
204 H 0.031 1.909 -2.650  C188 1.103
205 H -2.250 0.560 1.421  C189 1.104
206 H -2.568 0.846 -0.353  C189 1.112
207 H -1.113 1.622 0.507  C189 1.091
208 C -0.187 -3.194 -4.318  C209 1.525, H212 1.099, H213 1.082, H214 1.084
209 C 0.827 -3.764 -3.332  C208 1.525, O210 1.237, O211 1.291
210 O 0.562 -3.703 -2.125  C209 1.237
211 O 1.869 -4.317 -3.856  C209 1.291
212 H -1.205 -3.153 -3.905  C208 1.099
213 H -0.170 -3.713 -5.267  C208 1.082
214 H 0.129 -2.171 -4.491  C208 1.084
215 C 0.462 4.091 3.006  C216 1.534, H219 1.102, H220 1.097, H221 1.109
216 C 0.665 4.003 1.488  C215 1.534, O217 1.294, O218 1.267
217 O -0.425 3.792 0.822  C216 1.294
218 O 1.845 4.074 1.033  C216 1.267
219 H 1.449 4.172 3.490  C215 1.102
220 H -0.076 3.239 3.442  C215 1.097
221 H -0.099 5.008 3.277  C215 1.109
222 C -3.041 -2.383 4.563  C223 1.541, H226 1.103, H227 1.098, H228 1.114
223 C -3.651 -3.484 3.674  C222 1.541, O224 1.238, O225 1.270
224 O -4.472 -4.226 4.229  C223 1.238
225 O -3.223 -3.390 2.482  C223 1.270
226 H -3.495 -2.381 5.567  C222 1.103
227 H -3.180 -1.345 4.233  C222 1.098
228 H -1.938 -2.529 4.633  C222 1.114
229 C -3.630 0.592 -4.075  C230 1.639, H233 1.098, H234 1.094, H235 1.096
230 C -4.396 1.539 -2.978  C229 1.639, O231 1.271, O232 1.238
231 O -4.458 1.055 -1.805  C230 1.271
232 O -4.808 2.638 -3.371  C230 1.238
233 H -3.659 -0.459 -3.760  C229 1.098
234 H -2.544 0.725 -4.042  C229 1.094
235 H -4.011 0.821 -5.077  C229 1.096
236 C 4.076 2.606 -3.742  C237 1.537, H240 1.095, H241 1.085, H242 1.086
237 C 2.772 2.283 -4.490  C236 1.537, O238 1.250, O239 1.256
238 O 1.892 3.155 -4.319  C237 1.250
239 O 2.773 1.158 -5.048  C237 1.256
240 H 4.563 1.651 -3.518  C236 1.095
241 H 3.799 3.166 -2.854  C236 1.085
242 H 4.761 3.276 -4.252  C236 1.086
243 C 1.326 -3.036 4.220  C244 1.540, H247 1.101, H248 1.095, H249 1.109
244 C 1.336 -1.590 4.749  C243 1.540, O245 1.253, O246 1.263
245 O 0.696 -1.367 5.803  C244 1.253
246 O 1.961 -0.745 4.050  C244 1.263
247 H 0.984 -3.868 4.855  C243 1.101
248 H 2.270 -3.345 3.758  C243 1.095
249 H 0.512 -3.028 3.467  C243 1.109

Atomic partial charges in e from the Mulliken method, atoms 1 to 5: atom 1 (C): -0.874, atom 2 (C): -0.675, atom 3 (C): 1.493, atom 4 (N): 1.148, atom 5 (C): 0.040